No. 1
Density functional theory data (ωB97M-V/def2-TZVPD) for a structure of composition C2H30O21Zn in a non-equilibrium geometry.

Structure (XYZ):
```
54
Properties=species:S:1:pos:R:3
Zn -2.01 -0.59 0.85
O -0.23 -1.30 -0.03
O -0.71 0.38 -3.01
O -3.23 1.66 1.03
O 2.78 1.44 -2.73
O 2.75 -1.30 1.42
O -0.80 2.79 2.35
O -2.81 -0.65 -1.07
O -1.13 2.84 -0.64
O -2.47 -2.55 0.92
O -4.19 -3.17 2.12
O 2.82 -1.24 -1.70
O -0.33 -2.84 -2.13
O 2.57 1.42 0.80
O -0.45 0.64 0.79
O 1.27 0.30 3.02
O 0.80 0.53 -0.96
O -1.29 -0.60 3.05
O 0.56 -2.92 1.81
O 1.85 3.49 -0.75
O 1.60 -1.15 -4.15
O -3.74 -0.95 1.76
C 0.27 -0.14 -0.01
C -3.58 -2.21 1.53
H -1.29 -1.32 3.68
H -1.39 1.05 -3.00
H -0.42 2.29 -0.42
H -0.59 -3.71 -1.87
H 3.66 1.17 -2.86
H 1.91 2.77 -0.15
H 2.97 0.66 1.23
H 2.25 0.84 -2.15
H -0.25 -2.28 -1.35
H 1.45 1.01 2.41
H 0.96 3.54 -1.02
H 0.19 -2.29 1.17
H 2.66 -1.93 0.75
H 1.31 -3.48 1.49
H 1.14 0.63 3.88
H -0.37 -0.39 3.10
H -3.95 1.28 1.51
H -3.52 2.15 0.17
H -2.43 -0.92 -1.91
H 0.11 3.05 2.43
H -1.51 3.37 0.07
H -0.24 0.53 -2.19
H -3.77 -0.58 -1.16
H 0.97 -0.63 -3.63
H 2.22 -0.47 -4.42
H 1.98 0.99 0.19
H 1.85 -1.17 1.76
H -0.80 2.08 1.76
H 2.12 -0.76 -1.16
H 2.47 -1.37 -2.58
```

As for the energy above the lowest of the compared OMol25 structures with the same formula, charge and spin: 0.000 eV. As for the charge: -2. The calculation puts the LUMO energy at 0.162 Ha. The calculation puts the highest occupied orbital energy at -1.1 eV.

No. 2
Density functional theory data (ωB97M-V/def2-TZVPD) for a structure of composition C30H27BeBrCl5N2O2.

Structure (XYZ):
```
68
Properties=species:S:1:pos:R:3
Br 3.72 0.46 2.60
Cl 3.09 -2.47 -6.21
Cl -1.26 -2.13 -3.03
Cl 4.91 -2.45 -3.68
Cl 3.64 -2.08 -0.85
Cl -0.01 -2.28 -5.89
O 0.17 -4.59 1.88
O 0.44 -3.02 0.32
N -0.37 -0.29 -0.14
N 1.92 -1.58 2.20
C 2.38 3.08 0.10
C -3.89 0.60 0.90
C 0.24 1.98 0.78
C -3.99 -3.11 1.65
C -2.23 -1.59 0.72
C -2.60 0.73 0.39
C 1.73 0.82 -0.77
C 1.89 -0.70 4.43
C -4.35 -0.63 1.34
C 0.52 -2.58 3.86
C 0.51 -3.48 1.52
C 3.20 -2.32 -3.51
C 2.62 -2.17 -2.26
C -1.68 -0.34 0.32
C -3.51 -1.74 1.23
C 1.02 -2.50 2.57
C 1.80 2.78 -2.30
C 0.47 -2.15 -3.22
C 2.46 2.13 -1.09
C 0.32 3.03 -1.99
C 0.24 1.02 -0.44
C 0.94 -1.65 4.80
C 0.21 3.96 -0.77
C 0.91 3.31 0.44
C 2.39 -2.34 -4.64
C -0.37 1.70 -1.69
C 1.24 -2.05 -2.07
C 2.34 -0.75 3.12
C 1.01 -2.25 -4.50
C -4.78 1.82 0.96
Be 0.43 -1.71 -0.48
H -5.06 -3.10 1.85
H -0.16 3.51 -2.85
H 2.30 3.72 -2.55
H 0.80 1.48 1.58
H -1.64 -2.48 0.61
H -0.24 1.02 -2.54
H 1.88 2.12 -3.17
H -0.75 2.17 1.16
H -1.44 1.86 -1.58
H 0.67 4.93 -0.99
H 2.21 0.29 0.05
H -3.47 -3.44 2.56
H -5.35 -0.73 1.74
H 2.27 0.03 5.13
H 0.54 -1.65 5.80
H -4.35 2.58 1.63
H 1.80 0.19 -1.66
H 2.89 2.64 0.97
H 3.50 1.90 -1.31
H -0.85 4.14 -0.53
H -0.19 -3.36 4.10
H 2.88 4.03 -0.14
H -4.89 2.27 -0.02
H -2.34 1.71 0.03
H -5.77 1.56 1.34
H -3.78 -3.85 0.88
H 0.83 3.98 1.30
```

As for the charge: -1. The calculation puts the LUMO energy at 0.088 Ha. The calculation puts the highest occupied orbital energy at -4.4 eV.

No. 3
Density functional theory data (ωB97M-V/def2-TZVPD) for a structure of composition C26H21ClF5N2O7S3TeV in a non-equilibrium geometry.

Structure (XYZ):
```
67
Properties=species:S:1:pos:R:3
Te -2.74 0.94 -1.35
V 0.12 0.58 0.48
Cl -0.34 -1.37 -2.41
S -4.15 -6.05 4.92
S -0.36 2.46 1.53
S 0.23 3.39 4.33
F -3.17 2.77 -1.43
F -2.19 1.41 -3.06
F -2.89 -0.75 -0.58
F -4.37 0.53 -2.09
F -3.36 1.33 0.39
O 0.62 -0.45 -2.97
O -0.97 1.19 -0.76
O -1.69 -0.84 -2.62
O -6.24 -4.46 4.52
O -0.12 -1.47 -0.96
O 1.66 0.42 -0.36
O -0.25 -2.65 -3.01
N 1.17 1.17 3.28
N 1.39 0.42 2.16
C 5.13 2.34 2.92
C -6.75 -6.47 5.71
C -3.12 -3.28 2.17
C -3.77 -4.32 2.80
C 4.37 -2.67 0.00
C 3.22 3.58 2.13
C 1.53 4.54 3.71
C 4.75 2.61 4.23
C 3.61 3.35 4.49
C -3.38 -4.69 4.08
C 4.03 -2.15 -1.26
C 3.14 -0.62 3.53
C -0.80 -0.72 1.48
C 2.54 -0.58 -0.22
C 4.36 2.83 1.87
C 3.82 -2.12 1.13
C -5.87 -5.49 4.99
C -2.07 -2.61 2.81
C 3.13 -1.11 -1.37
C -2.33 -4.03 4.73
C -1.68 -2.99 4.09
C 2.42 -0.40 2.23
C 2.83 3.83 3.44
C 2.89 -1.06 1.04
C 0.42 2.18 3.06
C -1.40 -1.55 2.14
H 2.63 3.96 1.31
H -0.88 -2.46 4.58
H 4.09 -2.51 2.10
H -6.84 -6.15 6.75
H -2.05 -4.33 5.73
H 2.81 -1.57 3.95
H 1.15 5.05 2.82
H 1.63 5.28 4.51
H 4.46 -2.57 -2.16
H -3.41 -2.97 1.17
H -6.33 -7.48 5.70
H 5.06 -3.49 0.08
H 4.21 -0.68 3.36
H 2.83 -0.71 -2.33
H 4.66 2.63 0.85
H -7.74 -6.47 5.25
H 3.30 3.54 5.51
H 2.92 0.17 4.24
H 6.02 1.76 2.72
H -4.58 -4.84 2.31
H 5.35 2.25 5.06
```

As for the energy above the lowest of the compared OMol25 structures with the same formula, charge and spin: 3.880 eV. As for the charge: 0. The calculation puts the LUMO energy at -0.097 Ha. The calculation puts the highest occupied orbital energy at -9.1 eV.

No. 4
Density functional theory data (ωB97M-V/def2-TZVPD) for the molecule C4H13N3 in a non-equilibrium geometry.

Structure (XYZ):
```
20
Properties=species:S:1:pos:R:3
N 1.95 -2.06 0.09
N -2.94 0.15 -0.84
N 1.32 0.25 -0.53
C 2.38 -0.67 -0.06
C -1.66 0.85 -0.83
C -0.96 0.84 0.54
C 0.56 0.80 0.63
H -0.99 0.50 -1.60
H -3.57 0.50 -0.13
H -2.92 -0.86 -0.82
H 0.85 0.27 1.56
H 1.64 -2.20 1.04
H 3.24 -0.59 -0.73
H 1.11 1.71 0.92
H -1.95 1.88 -1.11
H 0.64 -0.31 -1.04
H -1.36 0.06 1.20
H -1.30 1.63 1.23
H 2.78 -0.39 0.91
H 1.16 -2.35 -0.44
```

As for the energy above the lowest of the compared OMol25 structures with the same formula, charge and spin: 1.591 eV. As for the charge: 0. Its SMILES is NCCCNCN. The calculation puts the LUMO energy at 0.034 Ha. The calculation puts the highest occupied orbital energy at -8.8 eV.

No. 5
Density functional theory data (ωB97M-V/def2-TZVPD) for the ion C5H11N2 with charge +1 in a non-equilibrium geometry.

Structure (XYZ):
```
18
Properties=species:S:1:pos:R:3
N 0.70 -1.48 -0.35
N -1.46 -0.22 0.07
C -0.84 -0.10 1.37
C -2.50 0.69 -0.45
C 1.07 0.01 -0.57
C 2.34 0.54 0.02
C -0.11 -0.25 0.11
H -2.39 0.93 -1.48
H 1.36 -2.09 0.25
H 0.30 -1.91 -1.15
H 2.62 0.31 0.97
H -1.04 -0.90 2.11
H -3.45 0.14 -0.44
H 3.18 0.13 -0.53
H 1.12 0.07 -1.66
H -2.51 1.61 0.08
H -0.84 0.81 1.95
H 2.44 1.71 -0.29
```

As for the energy above the lowest of the compared OMol25 structures with the same formula, charge and spin: 3.558 eV. As for the charge: +1. Its SMILES is C[C@H]1[NH2+][C@@]12CN2C. The calculation puts the LUMO energy at -0.112 Ha. The calculation puts the highest occupied orbital energy at -13.8 eV.

No. 6
Density functional theory data (ωB97M-V/def2-TZVPD) for the molecule CHCl2OPS in a non-equilibrium geometry.

Structure (XYZ):
```
7
Properties=species:S:1:pos:R:3
Cl -0.99 2.16 -0.58
Cl -1.47 -0.14 1.75
S 1.97 -0.97 -0.97
P -0.74 -0.10 -0.15
O -1.24 -1.05 -1.14
C 1.13 -0.15 0.07
H 1.34 0.26 1.02
```

As for the energy above the lowest of the compared OMol25 structures with the same formula, charge and spin: 0.654 eV. As for the charge: 0. Its SMILES is O=P(Cl)(Cl)C=S. The calculation puts the LUMO energy at -0.066 Ha. The calculation puts the highest occupied orbital energy at -9.8 eV.

Number 4 is which compound?
C4H13N3